16
Properties=species:S:1:pos:R:3:lowdin_charge:R:1 method="wB97M-V/def2-TZVPD" charge=-1 homo_ev=-4.1 energy_ev=-10901.113 max_force_ha_per_bohr=0.0192 gap_ev=7.9664
C 0.084 1.200 2.066 -0.012
C -0.086 0.246 1.139 -0.453
N -1.259 -0.498 1.042 0.105
C 0.908 -0.169 0.100 -0.178
C 0.451 0.297 -1.299 -0.121
C -0.201 -0.912 -2.080 -0.778
O 0.523 -1.922 -2.165 -0.086
O -1.337 -0.696 -2.554 -0.096
H 1.066 1.656 2.112 0.032
H -0.647 1.420 2.830 0.029
H -2.126 -0.030 1.228 0.085
H -1.290 -1.167 0.294 0.080
H 1.936 0.122 0.335 0.103
H 0.950 -1.250 0.083 0.099
H 1.287 0.590 -1.937 0.096
H -0.260 1.114 -1.196 0.094



10
Properties=species:S:1:pos:R:3:lowdin_charge:R:1 method="wB97M-V/def2-TZVPD" charge=0 homo_ev=-8.7 energy_ev=-25313.272 max_force_ha_per_bohr=0.0796 gap_ev=8.8572
C 0.038 1.179 -0.092 -0.168
N -0.261 -0.299 -0.177 -0.689
S -1.825 -0.955 -0.157 0.734
C 0.916 -1.116 -0.194 -0.718
S 2.514 -0.695 -0.063 0.604
H -0.204 1.598 1.004 0.115
H 1.044 1.171 -0.600 0.009
H -0.771 1.825 -0.914 0.147
H -2.190 -0.521 1.180 -0.076
H 0.739 -2.188 0.012 0.041



60
Properties=species:S:1:pos:R:3:lowdin_charge:R:1 method="wB97M-V/def2-TZVPD" charge=+1 homo_ev=-10.5 energy_ev=-63681.755 max_force_ha_per_bohr=0.1755 gap_ev=4.9121
C 6.104 0.773 1.773 -0.122
C 6.234 1.337 0.208 -0.149
C 7.149 2.721 0.043 -0.031
C 7.403 3.446 -1.430 -0.048
C 6.635 2.718 -2.715 -0.061
C 5.716 1.331 -2.548 -0.016
C 5.504 0.576 -1.089 -0.080
C 4.631 -0.838 -0.903 -0.145
O 3.363 -0.647 -0.181 -0.098
C 2.277 -0.192 -1.063 -0.212
O 2.225 -0.338 -2.396 0.008
C 0.936 0.535 -0.377 0.040
C -0.560 0.341 -1.095 0.120
C -1.927 1.074 -0.472 -0.026
C -3.436 0.902 -1.147 -0.194
C -4.202 2.328 -1.424 -0.747
C -4.046 2.790 -2.994 -0.198
I -6.394 2.146 -1.073 0.757
N -1.797 1.955 0.783 0.062
C -0.463 2.142 1.498 0.055
C 0.970 1.451 0.982 -0.174
P 2.571 1.748 1.979 0.779
O 2.813 0.462 2.920 -0.489
H 7.063 0.168 2.061 0.092
H 5.980 1.662 2.533 0.087
H 5.144 0.065 1.758 0.060
H 7.643 3.218 0.981 0.088
H 8.080 4.397 -1.510 0.086
H 6.791 3.260 -3.763 0.088
H 5.230 0.923 -3.531 0.088
H 4.543 -1.435 -1.910 0.145
H 5.315 -1.511 -0.192 0.155
H -0.711 -0.322 -2.065 0.135
H -3.379 0.341 -2.181 0.133
H -4.120 0.279 -0.400 0.091
H -3.837 3.166 -0.665 0.081
H -4.837 3.581 -3.345 0.080
H -2.949 3.220 -3.117 0.095
H -4.111 1.840 -3.687 0.091
H -2.677 2.433 1.134 0.161
H -0.488 2.844 2.457 0.145
H 3.651 1.983 1.054 0.020
H 2.365 2.904 2.818 0.025
C -2.915 -1.783 1.775 -0.132
O -4.036 -1.714 0.906 -0.371
P -5.313 -2.865 1.093 0.804
O -5.540 -2.390 2.534 -0.209
O -4.200 -4.085 1.065 -0.316
C -3.706 -4.487 -0.195 -0.123
O -6.590 -4.017 1.281 -0.297
C -6.415 -5.096 2.185 -0.123
H -2.640 -0.767 2.068 0.077
H -3.107 -2.372 2.674 0.092
H -2.077 -2.225 1.229 0.083
H -2.615 -4.546 -0.145 0.091
H -3.987 -3.780 -0.984 0.080
H -4.099 -5.477 -0.436 0.093
H -5.872 -4.798 3.083 0.089
H -5.884 -5.910 1.681 0.086
H -7.402 -5.467 2.474 0.101



139
Properties=species:S:1:pos:R:3:lowdin_charge:R:1 method="wB97M-V/def2-TZVPD" charge=+1 homo_ev=-10.2 energy_ev=-168764.159 max_force_ha_per_bohr=0.1846 gap_ev=4.9226
C 5.249 -1.673 -0.558 -0.139
C 6.773 -1.030 -0.601 -0.568
Cl 7.296 -0.610 1.164 0.537
C 6.751 0.438 -1.401 -0.604
Cl 7.913 1.684 -0.599 0.551
O 7.147 0.252 -2.805 -0.100
C 6.702 1.359 -3.666 -0.253
O 7.502 2.202 -4.332 0.051
C 5.056 1.548 -3.873 -0.011
C 4.274 0.209 -4.490 0.068
C 2.647 0.348 -4.661 0.043
N 1.939 1.637 -4.278 0.073
C 2.593 2.880 -3.713 -0.040
C 1.784 4.260 -3.262 -0.143
C 0.210 3.972 -2.861 -0.214
C -0.263 4.834 -1.540 -0.195
C -1.507 4.151 -0.698 -0.210
C -2.842 3.892 -1.616 -0.207
C -4.023 3.015 -0.891 -0.205
C -4.499 1.679 -1.737 -0.248
C -4.257 0.257 -0.911 -0.272
Si -2.792 -0.754 -1.655 0.525
C -2.014 -2.020 -0.388 -0.204
C -1.365 0.550 -1.998 -0.224
C -3.179 -1.552 -3.386 -0.220
C -2.242 -2.848 -3.810 -0.060
C -2.544 -3.503 -5.317 -0.067
C -3.713 -2.818 -6.256 -0.080
C -4.663 -1.542 -5.810 -0.059
C -4.363 -0.897 -4.318 -0.059
C 4.233 2.910 -3.477 -0.413
Br 5.233 4.490 -2.736 0.760
H 4.794 -1.883 -1.618 0.085
H 5.307 -2.713 0.016 0.087
H 4.495 -1.012 0.081 0.095
H 7.540 -1.777 -1.118 0.149
H 5.670 0.860 -1.240 0.129
H 4.879 -0.756 -4.770 0.129
H 2.070 -0.604 -5.072 0.148
H 0.896 1.661 -4.424 0.150
H 1.782 5.075 -4.108 0.145
H 2.315 4.652 -2.267 0.103
H 0.108 2.821 -2.674 0.078
H -0.443 4.299 -3.777 0.123
H 0.684 4.991 -0.857 0.113
H -0.659 5.878 -1.962 0.132
H -1.839 4.917 0.156 0.118
H -1.084 3.203 -0.157 0.101
H -3.300 4.971 -1.844 0.126
H -2.602 3.437 -2.690 0.099
H -4.987 3.713 -0.831 0.115
H -3.733 2.789 0.231 0.106
H -3.954 1.594 -2.772 0.067
H -5.673 1.753 -1.940 0.119
H -3.925 0.590 0.185 0.089
H -5.243 -0.367 -0.771 0.086
H -2.803 -2.715 0.125 0.033
H -1.552 -1.339 0.474 0.047
H -1.111 -2.576 -0.885 0.031
H -0.377 -0.061 -2.157 0.039
H -1.649 1.102 -2.990 0.035
H -1.334 1.227 -1.043 0.041
H -1.400 -3.303 -3.104 0.076
H -1.879 -4.417 -5.681 0.084
H -3.903 -3.257 -7.335 0.080
H -5.503 -1.061 -6.504 0.094
H -4.976 0.022 -3.931 0.071
C -5.558 6.725 2.366 -0.086
C -5.484 5.215 2.268 -0.308
O -4.360 4.835 1.488 -0.119
H -5.636 7.172 1.370 0.077
H -6.422 7.035 2.961 0.079
H -4.650 7.129 2.826 0.074
H -6.383 4.818 1.788 0.120
H -5.393 4.762 3.259 0.086
H -3.566 5.185 1.927 0.085
C -5.674 -5.997 -0.248 -0.089
C -5.206 -5.205 0.955 -0.316
O -4.696 -3.947 0.538 -0.113
H -4.850 -6.151 -0.952 0.056
H -6.066 -6.972 0.055 0.077
H -6.457 -5.455 -0.788 0.075
H -4.408 -5.740 1.479 0.112
H -6.027 -5.036 1.657 0.108
H -5.414 -3.476 0.081 0.090
C -4.957 1.388 5.811 -0.097
C -4.745 2.632 4.973 -0.334
O -5.245 3.770 5.660 -0.093
H -6.021 1.246 6.027 0.080
H -4.581 0.501 5.293 0.071
H -4.445 1.478 6.774 0.064
H -5.276 2.547 4.020 0.107
H -3.682 2.787 4.763 0.107
H -4.762 3.841 6.500 0.092
C -1.657 -1.395 6.873 -0.087
C -1.445 -0.151 6.036 -0.327
O -1.945 0.987 6.722 -0.103
H -2.721 -1.537 7.090 0.080
H -1.281 -2.282 6.356 0.068
H -1.145 -1.305 7.837 0.076
H -1.976 -0.236 5.083 0.110
H -0.382 0.004 5.826 0.103
H -1.462 1.058 7.563 0.094
C 8.559 5.816 -1.706 -0.108
C 9.068 5.749 -0.281 -0.319
O 7.985 5.526 0.611 -0.094
H 7.824 6.620 -1.815 0.074
H 9.381 5.991 -2.405 0.082
H 8.054 4.884 -1.981 0.015
H 9.552 6.689 -0.002 0.118
H 9.793 4.938 -0.161 0.109
H 7.567 4.685 0.360 0.056
C 6.384 -5.135 2.432 -0.097
C 7.718 -4.609 2.921 -0.321
O 8.336 -3.834 1.903 -0.109
H 6.518 -5.749 1.535 0.078
H 5.896 -5.738 3.203 0.075
H 5.719 -4.309 2.157 0.055
H 8.386 -5.436 3.174 0.117
H 7.591 -3.983 3.810 0.110
H 7.738 -3.097 1.692 0.003
C 1.417 -2.884 3.462 -0.087
C 1.001 -2.365 2.101 -0.329
O 0.246 -1.172 2.247 -0.105
H 0.537 -3.081 4.083 0.075
H 1.996 -3.807 3.367 0.075
H 2.021 -2.141 3.992 0.074
H 0.379 -3.102 1.584 0.108
H 1.876 -2.153 1.478 0.097
H 0.810 -0.521 2.700 0.088
C -1.283 -7.975 -0.314 -0.093
C -1.699 -7.456 -1.674 -0.322
O -2.454 -6.262 -1.528 -0.102
H -2.163 -8.172 0.308 0.077
H -0.704 -8.898 -0.408 0.076
H -0.679 -7.232 0.217 0.070
H -2.321 -8.193 -2.192 0.117
H -0.824 -7.244 -2.297 0.105
H -1.890 -5.612 -1.076 0.081



82
Properties=species:S:1:pos:R:3:lowdin_charge:R:1 method="wB97M-V/def2-TZVPD" s2=0.756 charge=+2 homo_ev="-13.3 / -13.3" multiplicity=2 energy_ev=-199660.794 max_force_ha_per_bohr=0.0429 gap_ev="7.0111 / 7.0043"
Hf 0.052 -0.639 0.009 1.652
C -2.240 1.382 1.133 -0.021
C -2.931 0.313 0.284 -0.633
C -3.268 0.868 -1.100 -0.012
C -4.164 -0.257 0.979 -0.030
O -1.968 -0.746 0.094 -0.462
Ge -1.810 -2.397 1.172 1.268
O -0.342 -1.328 2.027 -0.458
C 0.339 -1.859 3.197 -0.635
C 1.684 -2.448 2.737 0.000
C -0.496 -2.955 3.858 -0.067
C 0.519 -0.717 4.202 -0.022
O -0.258 -2.636 -0.191 -0.423
C -0.480 -3.471 -1.360 -0.634
C -1.490 -4.568 -1.019 -0.055
C 0.871 -4.083 -1.740 0.001
C -1.042 -2.621 -2.507 -0.024
H -2.916 2.210 1.335 0.105
H -1.380 1.761 0.570 0.038
H -1.910 0.957 2.085 0.093
H -3.906 1.743 -1.015 0.095
H -3.782 0.120 -1.700 0.102
H -2.343 1.147 -1.609 0.009
H -4.961 0.481 1.034 0.109
H -3.908 -0.582 1.992 0.080
H -4.528 -1.122 0.422 0.094
H 1.681 -3.529 2.835 0.096
H 2.508 -2.063 3.327 0.093
H 1.839 -2.215 1.681 0.037
H -0.605 -3.814 3.190 0.071
H -1.490 -2.585 4.116 0.089
H -0.002 -3.288 4.767 0.112
H 0.940 0.153 3.709 0.031
H 1.170 -1.032 5.011 0.100
H -0.443 -0.443 4.629 0.096
H -1.206 -5.086 -0.101 0.091
H -1.539 -5.295 -1.826 0.108
H -2.485 -4.132 -0.889 0.073
H 1.208 -4.771 -0.968 0.097
H 1.623 -3.301 -1.863 0.075
H 0.777 -4.624 -2.677 0.105
H -1.729 -1.864 -2.118 0.074
H -1.593 -3.250 -3.201 0.109
H -0.243 -2.136 -3.066 0.064
I -0.879 0.693 -4.673 1.036
C 0.997 0.204 -3.869 -0.593
C 2.135 0.108 -4.664 -0.186
C 3.351 -0.226 -4.114 -0.623
I 5.026 -0.325 -5.393 1.001
C 3.457 -0.501 -2.728 -0.186
C 4.663 -0.765 -2.060 0.006
C 4.659 -0.987 -0.705 -0.003
C 3.444 -1.013 -0.024 -0.096
N 2.266 -0.788 -0.597 -0.005
C 2.267 -0.471 -1.934 -0.164
C 1.033 -0.056 -2.503 -0.445
O -0.047 0.094 -1.753 -0.324
H 2.056 0.307 -5.721 0.094
H 5.593 -0.753 -2.606 0.077
H 5.578 -1.143 -0.164 0.124
H 3.452 -1.217 1.039 0.104
F -2.759 7.691 0.202 0.154
C -2.551 6.379 0.062 -0.237
C -3.567 5.530 -0.639 0.062
F -3.979 4.352 -0.148 0.095
C -2.242 5.678 -1.282 -0.351
F -2.082 6.319 -2.444 0.130
C -1.255 4.587 -0.975 -0.543
Se -0.707 3.356 -2.107 0.929
C -0.995 4.686 0.428 -0.228
F -0.162 3.827 1.045 0.072
C -1.684 5.681 1.043 -0.069
F -1.674 5.946 2.329 0.193
N 3.119 1.756 2.997 0.176
N 2.421 1.804 1.866 -0.239
N 2.800 2.516 0.846 0.193
C 1.895 2.239 -0.069 -0.173
N 0.992 1.370 0.394 -0.106
N 1.353 1.088 1.633 0.078
H 3.830 2.480 3.056 0.138
H 2.565 1.624 3.836 0.121
H 1.877 2.658 -1.054 0.095